[1]
An isolated ion of composition C12H24Cl2FIO3P and charge -1 at a distorted geometry, computed with the ωB97M-V functional and the def2-TZVPD basis.

The total energy is -64119.797 eV. The LUMO energy is 2.598 eV. As for the net charge: -1. As for the highest occupied orbital energy: -0.129 Ha.

The geometry in XYZ format:
```
44
C12H24Cl2FIO3P the ωB97M-V functional and the def2-TZVPD basis
C -1.366 3.589 -0.371
C -1.505 2.367 0.383
C -0.254 1.493 0.795
P -0.187 -0.212 -0.163
F -1.754 0.305 -0.835
C 0.480 0.645 -1.740
C 1.956 0.579 -2.173
O 2.450 -0.679 -2.723
C -1.192 -1.121 1.186
C -2.762 -1.046 1.213
C -3.360 0.075 2.183
I -5.234 0.795 1.275
C -0.280 -1.869 -1.195
O -1.653 -2.275 -1.486
O -1.600 -3.612 -1.916
C 1.528 -0.700 0.513
Cl 1.555 -2.001 1.867
C 2.477 0.408 1.134
C 3.978 -0.169 1.059
Cl 2.219 0.688 2.946
H -1.203 3.480 -1.471
H -1.407 4.592 0.108
H -2.552 2.146 0.686
H -0.308 1.362 1.901
H 0.564 2.192 0.472
H -0.155 0.353 -2.627
H 0.236 1.746 -1.638
H 2.057 1.284 -3.061
H 2.760 0.929 -1.486
H 1.944 -0.878 -3.519
H -0.915 -0.789 2.230
H -1.014 -2.221 1.038
H -3.078 -1.977 1.788
H -3.320 -1.168 0.265
H -2.645 0.903 2.386
H -3.675 -0.339 3.169
H 0.186 -1.784 -2.214
H 0.289 -2.700 -0.681
H -1.032 -3.642 -2.712
H 2.141 -1.281 -0.232
H 2.546 1.366 0.580
H 4.013 -1.249 0.801
H 4.517 0.048 2.014
H 4.558 0.365 0.250
```

Let us look at the Mulliken charges, expressed in e, one per atom: number 1, C, carries -0.922; number 2, C, carries -0.140; number 3, C, carries -1.166; number 4, P, carries 2.593; number 5, F, carries -0.883; number 6, C, carries -0.406; number 7, C, carries -0.765; number 8, O, carries -0.578; number 9, C, carries -1.548; number 10, C, carries -0.741; number 11, C, carries -1.110; number 12, I, carries -0.110; number 13, C, carries -0.840; number 14, O, carries -0.060; number 15, O, carries -0.515; number 16, C, carries -0.813; number 17, Cl, carries -0.162; number 18, C, carries 0.132; number 19, C, carries -1.088; number 20, Cl, carries -0.202; number 21, H, carries 0.283; number 22, H, carries 0.214; number 23, H, carries -0.064; number 24, H, carries 0.572; number 25, H, carries 0.419; number 26, H, carries 0.458; number 27, H, carries -0.193; number 28, H, carries 0.468; number 29, H, carries 0.105; number 30, H, carries 0.326; number 31, H, carries 0.584; number 32, H, carries 0.454; number 33, H, carries 0.351; number 34, H, carries 0.575; number 35, H, carries 0.465; number 36, H, carries 0.522; number 37, H, carries 0.154; number 38, H, carries 0.315; number 39, H, carries 0.328; number 40, H, carries 0.607; number 41, H, carries 0.420; number 42, H, carries 0.295; number 43, H, carries 0.410; number 44, H, carries 0.256

---

[2]
C12H24Cl2N8PRu as an isolated structure at a distorted geometry, computed with the ωB97M-V functional and the def2-TZVPD basis.

The total energy is -61639.051 eV. The expectation value of S² is 6.046. The LUMO energy (spin up / spin down) is -9.994 / -12.381 eV. As for the net charge: +3. As for the energy relative to the best compared isomer or geometry (same formula, charge and spin): 0.000 eV. The spin multiplicity is 5. As for the highest occupied orbital energy (spin up / spin down): -0.677 / -0.672 Ha.

The geometry in XYZ format:
```
48
C12H24Cl2N8PRu the ωB97M-V functional and the def2-TZVPD basis
Ru 0.495 0.225 -0.458
N -1.148 0.800 1.056
C -1.215 2.247 1.435
C 0.065 2.743 2.079
C 1.256 2.881 1.152
N 1.785 1.546 0.710
H -2.051 0.520 0.682
H -1.025 0.246 1.903
H -2.046 2.390 2.124
H -1.442 2.816 0.534
H 0.326 2.118 2.941
H -0.140 3.734 2.488
H 2.066 3.409 1.654
H 0.996 3.454 0.263
H 2.124 1.069 1.546
H 2.620 1.701 0.142
Cl -1.137 -2.752 1.247
C 0.558 -2.912 1.553
Cl 1.557 -1.500 0.877
H 0.963 -3.797 1.075
H 0.755 -2.880 2.619
N 0.124 1.663 -1.595
C 0.046 2.678 -2.280
N -0.144 3.620 -2.969
C 0.220 4.699 -3.642
N 0.526 5.649 -4.213
C 0.196 -2.771 -4.775
N -0.600 -1.528 -4.817
C -2.033 -1.805 -4.867
N -2.240 -2.540 -3.611
C -1.525 -3.843 -3.567
N -0.102 -3.547 -3.577
C 0.363 -2.918 -2.351
P -0.424 -1.250 -2.108
C -0.202 -0.557 -3.822
C -2.217 -1.778 -2.393
H 1.254 -2.513 -4.794
H -0.038 -3.364 -5.657
H -2.277 -2.440 -5.714
H -2.626 -0.895 -4.891
H -1.799 -4.418 -4.448
H -1.815 -4.385 -2.668
H 1.447 -2.793 -2.376
H 0.120 -3.552 -1.497
H 0.854 -0.305 -3.947
H -0.786 0.358 -3.921
H -2.856 -0.898 -2.462
H -2.528 -2.402 -1.554
```

Let us look at the Mulliken charges, expressed in e, one per atom: number 1, Ru, carries -0.135; number 2, N, carries -0.289; number 3, C, carries -0.581; number 4, C, carries -0.709; number 5, C, carries -0.490; number 6, N, carries -0.369; number 7, H, carries 0.229; number 8, H, carries 0.301; number 9, H, carries 0.445; number 10, H, carries 0.335; number 11, H, carries 0.300; number 12, H, carries 0.364; number 13, H, carries 0.419; number 14, H, carries 0.259; number 15, H, carries 0.385; number 16, H, carries 0.246; number 17, Cl, carries -0.031; number 18, C, carries -0.417; number 19, Cl, carries -0.009; number 20, H, carries 0.419; number 21, H, carries 0.412; number 22, N, carries -0.726; number 23, C, carries 0.547; number 24, N, carries -0.221; number 25, C, carries 0.381; number 26, N, carries -0.197; number 27, C, carries -0.845; number 28, N, carries 0.268; number 29, C, carries -0.645; number 30, N, carries 0.346; number 31, C, carries -0.805; number 32, N, carries 0.186; number 33, C, carries -0.926; number 34, P, carries 1.851; number 35, C, carries -1.151; number 36, C, carries -0.837; number 37, H, carries 0.379; number 38, H, carries 0.324; number 39, H, carries 0.282; number 40, H, carries 0.331; number 41, H, carries 0.307; number 42, H, carries 0.340; number 43, H, carries 0.474; number 44, H, carries 0.436; number 45, H, carries 0.482; number 46, H, carries 0.481; number 47, H, carries 0.447; number 48, H, carries 0.409

---

[3]
C12H24ClIN3O2P2Tc as an isolated structure at a distorted geometry, computed with the ωB97M-V functional and the def2-TZVPD basis.

The total energy is -62763.758 eV. The expectation value of S² is 3.820. The LUMO energy (spin up / spin down) is -11.272 / -13.146 eV. As for the net charge: +3. The spin multiplicity is 4. As for the highest occupied orbital energy (spin up / spin down): -0.646 / -0.666 Ha.

The geometry in XYZ format:
```
46
C12H24ClIN3O2P2Tc the ωB97M-V functional and the def2-TZVPD basis
C -0.662 3.216 -1.689
C -2.019 3.595 -0.987
H 0.020 4.068 -1.558
H -0.669 3.027 -2.786
H -0.162 2.420 -1.156
O -2.826 4.421 -1.488
I -3.187 3.082 0.635
Tc -0.493 -1.173 -0.828
P -2.244 -0.161 -2.024
C -3.710 0.785 -1.556
C -2.137 0.434 -3.749
H -2.155 -2.512 -2.645
H -3.801 -1.784 -2.757
H -3.166 -2.234 -1.132
C -2.904 -1.874 -2.144
H -1.251 0.016 -4.243
H -3.053 0.126 -4.276
H -4.455 0.846 -2.358
H -3.379 1.820 -1.366
H -2.113 1.532 -3.755
H -4.171 0.405 -0.643
C -0.876 0.393 0.167
O -1.016 1.310 0.942
Cl 1.037 -1.445 -2.413
C 2.781 0.531 2.662
N 1.868 -0.380 3.346
C 2.543 -1.699 3.447
N 2.905 -2.305 2.167
C 3.764 -1.335 1.376
N 3.226 0.016 1.313
C 2.134 0.155 0.376
P 0.850 -1.137 0.932
C 0.568 -0.519 2.670
C 1.710 -2.694 1.413
H 3.696 0.656 3.265
H 2.301 1.510 2.491
H 1.870 -2.378 3.976
H 3.452 -1.542 4.043
H 3.882 -1.681 0.353
H 4.733 -1.254 1.874
H 1.761 1.197 0.404
H 2.458 -0.084 -0.642
H -0.072 -1.275 3.143
H 0.037 0.435 2.668
H 1.929 -3.267 0.500
H 0.995 -3.261 2.030
```

Let us look at the Mulliken charges, expressed in e, one per atom: number 1, C, carries -0.415; number 2, C, carries 0.493; number 3, H, carries 0.393; number 4, H, carries 0.339; number 5, H, carries -0.098; number 6, O, carries -0.299; number 7, I, carries 0.615; number 8, Tc, carries -0.724; number 9, P, carries 1.138; number 10, C, carries -0.541; number 11, C, carries -1.280; number 12, H, carries 0.525; number 13, H, carries 0.447; number 14, H, carries 0.451; number 15, C, carries -1.423; number 16, H, carries 0.384; number 17, H, carries 0.451; number 18, H, carries 0.441; number 19, H, carries -0.365; number 20, H, carries 0.376; number 21, H, carries 0.434; number 22, C, carries 0.225; number 23, O, carries -0.488; number 24, Cl, carries -0.365; number 25, C, carries -0.837; number 26, N, carries 0.197; number 27, C, carries -0.878; number 28, N, carries 0.163; number 29, C, carries -0.811; number 30, N, carries 0.221; number 31, C, carries -0.680; number 32, P, carries 1.432; number 33, C, carries -0.805; number 34, C, carries -0.679; number 35, H, carries 0.327; number 36, H, carries 0.421; number 37, H, carries 0.436; number 38, H, carries 0.344; number 39, H, carries 0.438; number 40, H, carries 0.328; number 41, H, carries 0.363; number 42, H, carries 0.521; number 43, H, carries 0.442; number 44, H, carries 0.487; number 45, H, carries 0.450; number 46, H, carries 0.401

---

[4]
C12H24F6IO2P2Ti as an isolated structure at a distorted geometry, computed with the ωB97M-V functional and the def2-TZVPD basis.

The total energy is -82994.919 eV. The LUMO energy (spin up / spin down) is -14.826 / -14.827 eV. As for the net charge: +3. As for the energy relative to the best compared isomer or geometry (same formula, charge and spin): 0.326 eV. As for the highest occupied orbital energy (spin up / spin down): -0.683 / -0.683 Ha.

The geometry in XYZ format:
```
48
C12H24F6IO2P2Ti the ωB97M-V functional and the def2-TZVPD basis
C 0.380 0.285 -2.866
I 3.333 0.331 -1.193
H 1.290 0.307 -3.469
H -0.238 1.153 -3.112
H -0.192 -0.614 -3.104
Ti 0.715 0.320 -0.813
P 0.741 2.874 -1.000
C -0.691 3.770 -0.313
C 2.131 3.699 -0.154
H 2.171 4.749 -0.477
H 0.977 4.687 -2.611
H 3.073 3.195 -0.398
H 1.712 3.169 -3.217
H -0.768 3.556 0.761
H 1.976 3.654 0.930
C 0.856 3.596 -2.682
H -0.557 4.851 -0.462
H -0.059 3.367 -3.240
H -1.611 3.440 -0.806
P 0.868 -2.241 -1.039
C -0.627 -3.142 -0.535
C 1.234 -2.951 -2.685
H 3.068 -2.494 -0.071
H 2.256 -4.080 -0.290
H 1.777 -2.990 1.057
C 2.119 -3.035 0.016
H 2.161 -2.527 -3.086
H 1.342 -4.040 -2.580
H -0.550 -4.186 -0.866
H -1.511 -2.680 -0.983
H 0.415 -2.730 -3.383
H -0.733 -3.113 0.556
C -1.536 0.474 -0.300
O -2.647 0.654 -0.684
C -1.437 0.468 3.864
C -1.710 -0.841 3.301
O -0.740 0.222 0.641
C -0.721 -1.924 3.415
F -0.363 -2.179 4.715
F -1.122 -3.107 2.866
F 0.463 -1.584 2.768
C -2.964 -1.133 2.579
F -3.702 -2.128 3.139
F -3.749 -0.016 2.524
F -2.736 -1.515 1.269
H -0.372 0.545 4.096
H -2.010 0.642 4.782
H -1.709 1.241 3.140
```

Let us look at the Mulliken charges, expressed in e, one per atom: number 1, C, carries -1.025; number 2, I, carries -0.007; number 3, H, carries 0.361; number 4, H, carries 0.354; number 5, H, carries 0.414; number 6, Ti, carries -0.137; number 7, P, carries 0.926; number 8, C, carries -1.262; number 9, C, carries -1.136; number 10, H, carries 0.422; number 11, H, carries 0.457; number 12, H, carries 0.340; number 13, H, carries 0.397; number 14, H, carries 0.353; number 15, H, carries 0.372; number 16, C, carries -1.348; number 17, H, carries 0.420; number 18, H, carries 0.417; number 19, H, carries 0.373; number 20, P, carries 0.896; number 21, C, carries -1.043; number 22, C, carries -1.307; number 23, H, carries 0.380; number 24, H, carries 0.418; number 25, H, carries 0.272; number 26, C, carries -1.092; number 27, H, carries 0.378; number 28, H, carries 0.470; number 29, H, carries 0.519; number 30, H, carries 0.342; number 31, H, carries 0.433; number 32, H, carries 0.097; number 33, C, carries 0.790; number 34, O, carries -0.158; number 35, C, carries -1.012; number 36, C, carries 0.197; number 37, O, carries -0.050; number 38, C, carries 0.708; number 39, F, carries -0.189; number 40, F, carries -0.218; number 41, F, carries -0.175; number 42, C, carries 0.972; number 43, F, carries -0.175; number 44, F, carries -0.231; number 45, F, carries -0.096; number 46, H, carries 0.432; number 47, H, carries 0.390; number 48, H, carries 0.361

---

[5]
C12H24FO12Rb as an isolated structure at a distorted geometry, computed with the ωB97M-V functional and the def2-TZVPD basis.

The total energy is -40756.091 eV. The LUMO energy is -0.256 eV. As for the net charge: 0. As for the energy relative to the best compared isomer or geometry (same formula, charge and spin): 21.444 eV. As for the highest occupied orbital energy: -0.270 Ha.

The geometry in XYZ format:
```
50
C12H24FO12Rb the ωB97M-V functional and the def2-TZVPD basis
Rb -1.256 -0.957 -1.628
F -0.073 -0.511 0.113
C -2.020 2.100 -4.623
O -0.826 2.313 -3.923
C -0.264 1.332 -3.112
O -0.547 0.129 -2.941
O 0.636 1.945 -2.356
C 1.116 1.281 -1.206
H -2.829 2.772 -4.336
H -2.323 1.062 -4.487
H -1.821 2.255 -5.683
H 0.333 0.979 -0.510
H 1.737 2.037 -0.727
H 1.630 0.362 -1.488
C -3.086 -4.324 2.565
O -3.128 -2.904 2.476
C -1.971 -2.233 2.389
O -0.809 -2.632 2.540
O -2.229 -0.944 2.084
C -1.274 0.093 2.215
H -4.015 -4.715 2.978
H -2.181 -4.553 3.128
H -3.019 -4.764 1.570
H -0.835 0.167 3.210
H -1.678 1.037 1.850
H -0.509 -0.015 1.446
C 0.391 3.613 4.717
O -0.125 2.759 3.651
C 0.778 2.333 2.741
O 1.949 2.833 2.552
O 0.308 1.245 2.139
C 1.084 0.625 1.160
H 1.198 3.167 5.299
H -0.402 3.776 5.446
H 0.568 4.609 4.312
H 2.113 0.343 1.386
H 1.225 1.260 0.286
H 0.553 -0.288 0.889
C 1.166 -2.689 -4.145
O 2.104 -1.729 -3.515
C 1.845 -1.429 -2.200
O 0.819 -1.837 -1.609
O 2.772 -0.707 -1.702
C 2.629 -0.187 -0.326
H 1.480 -3.695 -3.869
H 0.976 -2.673 -5.218
H 0.143 -2.555 -3.793
H 3.064 0.802 -0.180
H 2.985 -0.909 0.409
H 1.619 0.019 0.027
```

Let us look at the Mulliken charges, expressed in e, one per atom: number 1, Rb, carries 1.035; number 2, F, carries -0.150; number 3, C, carries -0.679; number 4, O, carries -0.315; number 5, C, carries 0.799; number 6, O, carries -0.671; number 7, O, carries -0.377; number 8, C, carries -1.780; number 9, H, carries 0.250; number 10, H, carries 0.305; number 11, H, carries 0.261; number 12, H, carries 0.680; number 13, H, carries 0.681; number 14, H, carries 1.634; number 15, C, carries -0.638; number 16, O, carries -0.344; number 17, C, carries 0.795; number 18, O, carries -0.600; number 19, O, carries -0.328; number 20, C, carries -0.344; number 21, H, carries 0.216; number 22, H, carries 0.330; number 23, H, carries 0.251; number 24, H, carries 0.292; number 25, H, carries 0.382; number 26, H, carries 0.335; number 27, C, carries -0.704; number 28, O, carries -0.299; number 29, C, carries 0.538; number 30, O, carries -0.645; number 31, O, carries -0.151; number 32, C, carries -1.155; number 33, H, carries 0.299; number 34, H, carries 0.261; number 35, H, carries 0.299; number 36, H, carries 0.429; number 37, H, carries -0.032; number 38, H, carries 0.813; number 39, C, carries -0.555; number 40, O, carries -0.389; number 41, C, carries 0.726; number 42, O, carries -0.569; number 43, O, carries -0.315; number 44, C, carries -0.607; number 45, H, carries 0.313; number 46, H, carries 0.307; number 47, H, carries 0.117; number 48, H, carries 0.506; number 49, H, carries 0.507; number 50, H, carries -1.708

---

Q: Which value of total energy does entry 2 give?
A: -61639.051 eV